Record 1
{
  "formula": "C8H24CrO9S",
  "method": "wB97M-V/def2-TZVPD",
  "elements": ["Cr", "C", "C", "O", "H", "H", "H", "H", "H", "S", "O", "O", "O", "O", "O", "H", "C", "C", "O", "H", "H", "H", "H", "H", "H", "C", "C", "O", "H", "H", "H", "H", "H", "H", "C", "C", "O", "H", "H", "H", "H", "H", "H"],
  "coordinates": [[0.522, -1.151, -0.096], [2.082, 2.148, -1.612], [2.884, 1.153, -0.740], [2.527, -0.203, -0.665], [2.636, 2.992, -2.023], [1.141, 2.522, -1.208], [1.834, 1.620, -2.533], [2.791, 1.576, 0.260], [3.949, 1.232, -0.961], [-2.101, -3.287, 0.026], [-2.154, -3.996, 1.274], [-1.092, -2.245, 0.139], [-1.640, -4.225, -0.946], [-3.419, -2.794, -0.245], [1.605, -2.906, -0.657], [1.482, -3.539, 0.076], [-1.521, 2.957, 0.355], [-0.834, 1.775, 1.035], [-0.907, 0.601, 0.290], [-2.604, 2.854, 0.417], [-1.191, 2.881, -0.682], [-1.279, 3.910, 0.824], [-1.270, 1.574, 2.013], [0.228, 1.963, 1.193], [-1.851, 0.430, 0.258], [-1.882, -0.479, -3.449], [-0.422, -0.213, -3.053], [0.105, -1.221, -2.261], [-2.350, -1.032, -2.635], [-2.071, -0.927, -4.425], [-2.350, 0.503, -3.530], [-0.423, 0.661, -2.402], [0.290, 0.006, -3.848], [0.592, -1.736, -2.908], [0.373, -0.054, 4.452], [1.280, -0.312, 3.165], [0.623, -1.047, 2.163], [0.856, 0.377, 5.329], [0.106, -1.058, 4.782], [-0.464, 0.488, 4.010], [2.220, -0.811, 3.399], [1.618, 0.610, 2.692], [0.079, -1.598, 2.730]],
  "e_above_lowest_kj_mol": 188.97,
  "gap_ha": [0.1580, 0.1760],
  "homo_energy_ev": [0.28, -0.22],
  "e_tot_ev": -66367.23556,
  "charge": -2,
  "spin_multiplicity": 5
}



Record 2
{
  "formula": "C8H24FO8SrY",
  "method": "wB97M-V/def2-TZVPD",
  "elements": ["Sr", "Y", "F", "C", "C", "O", "O", "H", "H", "H", "H", "H", "H", "C", "C", "O", "O", "H", "H", "H", "H", "H", "H", "C", "C", "O", "O", "H", "H", "H", "H", "H", "H", "C", "C", "O", "O", "H", "H", "H", "H", "H", "H"],
  "coordinates": [[1.136, 2.309, -0.311], [0.326, -2.398, -0.500], [0.983, -0.179, -0.244], [-2.003, 2.440, -1.941], [-1.629, 3.936, -2.008], [-0.730, 4.239, -0.909], [-0.817, 1.634, -1.812], [-2.497, 2.192, -2.883], [-2.770, 2.329, -1.167], [-2.520, 4.548, -1.903], [-1.117, 4.134, -2.949], [-0.270, 5.075, -1.077], [-1.059, 0.770, -2.156], [1.315, 1.314, 2.808], [-0.056, 1.958, 2.950], [-0.792, 1.977, 1.680], [2.164, 2.148, 1.983], [1.246, 0.286, 2.433], [1.769, 1.171, 3.790], [0.040, 2.997, 3.266], [-0.661, 1.409, 3.670], [-1.737, 2.105, 1.824], [3.070, 1.996, 2.292], [-2.875, -1.458, 0.000], [-2.954, -2.987, -0.191], [-1.727, -3.636, -0.605], [-1.527, -0.986, 0.318], [-3.560, -1.310, 0.837], [-3.269, -0.876, -0.833], [-3.820, -3.155, -0.838], [-3.295, -3.431, 0.747], [-1.852, -4.605, -0.570], [-1.618, -0.074, 0.651], [3.572, -2.315, 0.055], [3.577, -2.783, -1.404], [2.329, -2.314, -1.989], [2.447, -2.898, 0.789], [3.603, -1.235, 0.192], [4.447, -2.736, 0.554], [3.506, -3.873, -1.401], [4.447, -2.365, -1.904], [2.469, -2.324, -2.956], [2.712, -3.028, 1.713]],
  "gap_ha": 0.3003,
  "homo_energy_ev": -22.02,
  "e_tot_ev": -29626.09317,
  "charge": 4,
  "spin_multiplicity": 1
}



Record 3
{
  "formula": "C8H24IO4",
  "method": "wB97M-V/def2-TZVPD",
  "elements": ["I", "C", "C", "O", "H", "H", "H", "H", "H", "H", "C", "C", "O", "H", "H", "H", "H", "H", "H", "C", "C", "O", "H", "H", "H", "H", "H", "H", "C", "C", "O", "H", "H", "H", "H", "H", "H"],
  "coordinates": [[-12.099, -2.494, 2.046], [-13.081, -2.862, 6.523], [-12.935, -2.097, 5.221], [-13.712, -2.739, 4.262], [-12.342, -2.510, 7.242], [-12.950, -3.944, 6.507], [-14.051, -2.673, 6.983], [-11.908, -2.195, 4.871], [-13.114, -1.023, 5.270], [-13.296, -2.415, 3.460], [-8.887, -3.011, 1.820], [-9.162, -2.930, 0.348], [-10.259, -2.016, 0.039], [-8.883, -1.991, 2.204], [-7.879, -3.376, 2.017], [-9.487, -3.619, 2.497], [-9.466, -3.880, -0.092], [-8.276, -2.565, -0.170], [-10.994, -2.332, 0.569], [-13.286, -2.980, -1.966], [-14.228, -2.831, -0.791], [-13.789, -1.725, 0.032], [-13.622, -3.763, -2.646], [-12.261, -3.186, -1.661], [-13.243, -2.048, -2.530], [-14.547, -3.678, -0.183], [-15.107, -2.421, -1.287], [-13.602, -2.101, 0.896], [-10.980, -5.436, 0.638], [-11.750, -4.635, -0.310], [-13.015, -4.314, 0.138], [-9.976, -5.640, 0.266], [-11.412, -6.433, 0.725], [-10.817, -4.938, 1.594], [-11.828, -5.222, -1.225], [-11.287, -3.699, -0.624], [-12.892, -3.594, 0.761]],
  "e_above_lowest_kj_mol": 667.23,
  "gap_ha": 0.2809,
  "homo_energy_ev": -4.49,
  "e_tot_ev": -24971.65490,
  "charge": -1,
  "spin_multiplicity": 1
}



Record 4
{
  "formula": "C8H24IO8",
  "method": "wB97M-V/def2-TZVPD",
  "elements": ["I", "C", "C", "O", "O", "H", "H", "H", "H", "H", "H", "C", "C", "O", "O", "H", "H", "H", "H", "H", "H", "C", "C", "O", "O", "H", "H", "H", "H", "H", "H", "C", "C", "O", "O", "H", "H", "H", "H", "H", "H"],
  "coordinates": [[0.528, -0.164, -0.250], [2.436, 1.851, 1.211], [1.872, 1.186, 2.493], [1.568, 2.162, 3.451], [3.039, 0.739, 0.468], [3.171, 2.642, 1.355], [1.702, 2.429, 0.649], [2.619, 0.480, 2.856], [0.986, 0.638, 2.170], [1.575, 1.610, 4.236], [2.307, 0.472, -0.093], [-1.445, -1.953, -1.232], [-2.584, -2.855, -1.718], [-3.746, -2.587, -0.904], [-0.142, -2.271, -1.827], [-1.297, -1.763, -0.169], [-1.746, -0.960, -1.567], [-2.140, -3.847, -1.633], [-2.963, -2.697, -2.728], [-4.288, -3.347, -1.127], [0.549, -1.645, -1.601], [-1.139, -0.643, 2.507], [-2.436, -0.688, 3.374], [-2.891, -1.994, 3.156], [-1.368, -0.035, 1.170], [-0.698, -1.635, 2.599], [-0.487, 0.087, 2.986], [-3.121, 0.154, 3.269], [-2.248, -0.663, 4.447], [-3.367, -1.993, 2.322], [-0.634, -0.172, 0.567], [2.160, 1.922, -3.677], [0.929, 2.158, -2.846], [1.127, 1.982, -1.487], [2.487, 0.510, -3.720], [2.874, 2.701, -3.409], [1.683, 2.208, -4.615], [0.201, 1.376, -3.063], [0.532, 3.170, -2.928], [0.995, 1.065, -1.234], [3.400, 0.371, -3.458]],
  "e_above_lowest_kj_mol": 1108.97,
  "gap_ha": 0.2638,
  "homo_energy_ev": -4.21,
  "e_tot_ev": -33156.39093,
  "charge": -1,
  "spin_multiplicity": 1
}



Record 5
{
  "formula": "C8H24KO4",
  "method": "wB97M-V/def2-TZVPD",
  "elements": ["K", "C", "C", "O", "H", "H", "H", "H", "H", "H", "C", "C", "O", "H", "H", "H", "H", "H", "H", "C", "C", "O", "H", "H", "H", "H", "H", "H", "C", "C", "O", "H", "H", "H", "H", "H", "H"],
  "coordinates": [[-1.084, 1.780, -0.614], [4.523, -2.458, -0.028], [4.421, -0.970, -0.179], [3.353, -0.357, 0.591], [4.712, -2.791, 0.993], [5.269, -2.895, -0.692], [3.607, -2.921, -0.396], [4.333, -0.700, -1.231], [5.290, -0.518, 0.300], [3.698, -0.209, 1.475], [-2.575, -4.827, -0.079], [-1.280, -4.169, -0.442], [-1.052, -2.860, 0.093], [-2.639, -5.885, -0.333], [-3.327, -4.363, -0.717], [-2.988, -4.662, 0.916], [-1.214, -4.185, -1.530], [-0.451, -4.765, -0.058], [-0.104, -2.753, 0.201], [-6.461, -0.745, 0.442], [-6.606, 0.759, 0.760], [-5.381, 1.385, 1.131], [-7.401, -1.115, 0.033], [-6.050, -1.333, 1.263], [-5.764, -0.731, -0.396], [-7.332, 0.873, 1.565], [-6.967, 1.192, -0.173], [-5.547, 2.199, 1.611], [4.751, 5.175, -0.841], [3.497, 5.356, 0.087], [2.356, 5.130, -0.684], [5.550, 5.632, -0.258], [4.705, 5.752, -1.764], [4.966, 4.145, -1.126], [3.420, 6.368, 0.484], [3.595, 4.574, 0.839], [2.177, 5.890, -1.242]],
  "e_above_lowest_kj_mol": 249.84,
  "gap_ha": 0.3147,
  "homo_energy_ev": -12.47,
  "e_tot_ev": -33193.26764,
  "charge": 1,
  "spin_multiplicity": 1
}



Record 6
{
  "formula": "C8H24N4O3P2PdS4Sb",
  "method": "wB97M-V/def2-TZVPD",
  "elements": ["Pd", "C", "N", "C", "P", "O", "O", "P", "O", "N", "C", "C", "N", "C", "C", "N", "C", "C", "H", "H", "H", "H", "H", "H", "H", "H", "H", "H", "H", "H", "H", "H", "H", "H", "H", "H", "H", "H", "H", "H", "H", "H", "S", "Sb", "S", "S", "S"],
  "coordinates": [[1.509, 1.126, 1.788], [-1.744, 2.399, -0.627], [-1.456, 1.845, 0.696], [-2.215, 2.500, 1.768], [-1.155, 0.255, 0.956], [-0.343, 0.020, 2.202], [-0.380, -0.125, -0.390], [1.078, -0.797, -0.650], [1.934, -0.591, 0.569], [1.648, -0.027, -1.952], [3.076, 0.277, -2.091], [0.883, 0.050, -3.192], [0.681, -2.327, -1.039], [0.045, -3.158, -0.008], [1.572, -3.098, -1.914], [-2.463, -0.711, 0.998], [-3.017, -1.223, 2.252], [-3.378, -0.768, -0.139], [-1.518, 3.465, -0.613], [-2.797, 2.278, -0.899], [-1.120, 1.930, -1.383], [-1.946, 3.556, 1.798], [-1.967, 2.061, 2.733], [-3.294, 2.420, 1.603], [3.571, 0.220, -1.125], [3.190, 1.290, -2.478], [3.548, -0.421, -2.787], [-0.148, -0.259, -3.033], [1.322, -0.594, -3.958], [0.887, 1.077, -3.560], [-0.616, -2.560, 0.618], [0.795, -3.631, 0.630], [-0.552, -3.927, -0.497], [2.034, -2.451, -2.656], [0.980, -3.850, -2.436], [2.356, -3.600, -1.342], [-2.286, -1.133, 3.050], [-3.271, -2.277, 2.131], [-3.922, -0.675, 2.524], [-2.909, -0.369, -1.038], [-4.290, -0.201, 0.062], [-3.650, -1.806, -0.337], [5.163, 1.210, 3.577], [3.904, 3.168, 3.158], [3.294, 2.284, 1.085], [1.237, 2.531, 3.416], [5.729, 4.617, 2.529]],
  "gap_ha": [0.2717, 0.2251],
  "homo_energy_ev": [-11.11, -11.69],
  "e_tot_ev": -92721.36138,
  "charge": 1,
  "spin_multiplicity": 5
}